The following is a quantum chemistry calculation of one molecule with the formula C2H11P3Si at a distorted geometry, from the OMol25 dataset.

```
! wB97M-V def2-TZVPD RIJCOSX def2/J DEFGRID3
* xyz 0 1
C 1.79903 0.78183 -1.26658
C 0.71110 1.06992 -0.14458
Si -0.32271 -0.39615 0.41484
P 0.08518 -2.17489 -1.10909
P -0.07914 -1.48988 2.76113
P -2.42621 0.60184 0.18804
H 1.33815 -0.01232 -1.81458
H 2.13960 1.67907 -1.80024
H 2.67468 0.30123 -0.76530
H 0.04259 1.85127 -0.48840
H 1.15892 1.52830 0.76565
H -1.21899 -2.18780 -1.65785
H 0.68328 -1.38218 -2.18096
H -1.08524 -0.63095 3.29324
H -1.09572 -2.26133 2.20793
H -2.56982 0.85826 1.53748
H -1.83472 1.86378 0.05927
*
```

Computed properties:
- Kohn-Sham gap: 9.215 eV
- Total energy: -37994.512 eV
- Max |F|: 2.582 eV/A
- LUMO energy: 0.37 eV
- SMILES: CC[Si](P)(P)P
- Energy above the lowest of the compared OMol25 structures with the same formula, charge and spin: 0.0 kJ/mol
- HOMO level: -8.85 eV

Here are the Löwdin charges for atoms 1 to 8, given in e: atom 1 (C): -0.172, atom 2 (C): -0.475, atom 3 (Si): 0.108, atom 4 (P): 0.532, atom 5 (P): 0.504, atom 6 (P): 0.544, atom 7 (H): -0.066, atom 8 (H): 0.071


The following is a quantum chemistry calculation of C2H12LiO4 as an isolated structure at a distorted geometry, from the OMol25 dataset.

```
! wB97M-V def2-TZVPD RIJCOSX def2/J DEFGRID3
* xyz 2 2
Li 1.06965 -0.61237 -0.62996
C -2.61720 1.43514 0.12298
C -1.29073 0.91926 0.60593
O -0.92616 -0.34436 0.09068
H -2.67456 1.16851 -0.93234
H -2.54560 2.50705 0.30732
H -3.39135 0.97142 0.73434
H -1.18901 0.93174 1.69109
H -0.51682 1.58130 0.21753
H -1.55000 -1.03989 0.31128
O 1.35676 -1.47940 1.36432
H 1.09165 -2.32357 1.72945
H 1.47302 -0.91363 2.12762
O 2.29869 0.98599 -0.37694
H 3.24666 0.99198 -0.24447
H 2.03407 1.89826 -0.25866
O 1.33938 -2.01345 -1.96108
H 0.85474 -2.80184 -2.20560
H 1.93681 -1.86216 -2.69349
*
```

Computed properties:
- Kohn-Sham gap (spin up / spin down): 12.609 / 5.468 eV
- Total energy: -10645.822 eV
- Max |F|: 3.518 eV/A
- LUMO energy (spin up / spin down): -7.31 / -14.45 eV
- <S²>: 0.75
- HOMO level (spin up / spin down): -19.92 / -19.91 eV

Here are the Löwdin charges for atoms 1 to 8, given in e: atom 1 (Li): 0.747, atom 2 (C): 0.055, atom 3 (C): -0.173, atom 4 (O): 0.163, atom 5 (H): 0.122, atom 6 (H): 0.138, atom 7 (H): 0.119, atom 8 (H): 0.200


The following is a quantum chemistry calculation of a 3-piece molecular cluster, C2H12N2O2 overall, from the OMol25 dataset.

```
! wB97M-V def2-TZVPD RIJCOSX def2/J DEFGRID3
* xyz 0 1
N 1.85111 -0.94929 -0.30466
C 0.92803 0.14471 -0.66429
C -0.27384 -0.40868 -1.44207
N -1.52753 -0.00229 -0.83746
H 2.63902 -0.56023 0.20457
H 2.26823 -1.30888 -1.15669
H 1.43250 0.96610 -1.16520
H 0.56428 0.56207 0.27044
H -0.21386 -0.06807 -2.47216
H -0.13218 -1.49517 -1.48984
H -2.29478 -0.52596 -1.23956
H -1.49777 -0.23923 0.15122
O 0.10360 -1.45084 1.99788
H 0.32713 -2.26444 2.46197
H 0.76784 -1.39525 1.28584
O -0.95328 2.75841 0.75785
H -1.04826 2.01289 0.15009
H -1.72310 2.67312 1.32966
*
```

Computed properties:
- Kohn-Sham gap: 10.622 eV
- Total energy: -9343.842 eV
- Max |F|: 0.933 eV/A
- LUMO energy: 0.91 eV
- SMILES: NCCN.O.O
- Energy above the lowest of the compared OMol25 structures with the same formula, charge and spin: 34.8 kJ/mol
- HOMO level: -9.71 eV

Here are the Löwdin charges for atoms 1 to 8, given in e: atom 1 (N): -0.028, atom 2 (C): -0.268, atom 3 (C): -0.282, atom 4 (N): -0.006, atom 5 (H): 0.081, atom 6 (H): 0.077, atom 7 (H): 0.109, atom 8 (H): 0.086


Number 3 is which compound? C2H12N2O2


Which formula does entry 1 have? C2H11P3Si


Number 1 is which compound? C2H11P3Si